DFT (the ωB97M-V functional and the def2-TZVPD basis) results for a structure of composition C32H22F3HfN4O7SSb in a non-equilibrium geometry.

Cartesian coordinates (Å):
Hf: -0.497 -0.109 0.483
N: -4.736 -0.949 -0.879
C: -3.654 -0.405 -0.303
S: -2.822 -1.287 0.920
N: -3.345 0.816 -0.701
N: -2.134 1.251 -0.315
C: -1.919 2.516 -0.388
C: -0.577 3.011 -0.178
C: -0.308 4.376 -0.142
C: 0.993 4.798 0.058
C: 1.990 3.842 0.190
C: 1.649 2.504 0.112
N: 0.395 2.083 -0.064
H: -5.126 -1.792 -0.499
H: -5.273 -0.390 -1.522
H: -2.718 3.199 -0.656
H: -1.122 5.077 -0.266
H: 1.225 5.853 0.107
H: 3.021 4.123 0.351
H: 2.401 1.732 0.187
O: 3.902 -4.286 0.768
C: 3.124 -3.418 0.504
C: 1.758 -3.587 -0.174
O: 1.402 -4.519 -0.851
C: 1.069 -2.327 0.106
C: 1.927 -1.384 0.623
O: 1.484 -0.159 0.807
C: 3.269 -1.929 0.840
O: 4.279 -1.352 1.153
O: -0.169 -1.956 -0.169
C: -1.421 0.791 -7.211
C: -0.395 1.397 -6.503
C: -0.181 1.072 -5.170
C: -0.980 0.129 -4.536
C: -2.028 -0.452 -5.244
C: -2.244 -0.128 -6.575
Sb: -0.609 -0.534 -2.504
C: -0.917 -2.589 -3.064
C: -0.325 -3.080 -4.224
C: -0.509 -4.403 -4.594
C: -1.299 -5.237 -3.815
C: -1.903 -4.748 -2.669
C: -1.712 -3.426 -2.289
C: 1.536 -0.485 -2.698
C: 2.161 0.760 -2.675
C: 3.539 0.864 -2.803
C: 4.304 -0.285 -2.944
C: 3.691 -1.528 -2.955
C: 2.311 -1.633 -2.833
H: -1.577 1.038 -8.253
H: 0.252 2.120 -6.984
H: 0.632 1.544 -4.634
H: -2.668 -1.181 -4.762
H: -3.049 -0.604 -7.121
H: 0.275 -2.422 -4.843
H: -0.040 -4.784 -5.492
H: -1.438 -6.271 -4.105
H: -2.511 -5.398 -2.052
H: -2.166 -3.060 -1.377
H: 1.566 1.660 -2.558
H: 4.014 1.837 -2.784
H: 5.380 -0.214 -3.037
H: 4.291 -2.425 -3.054
H: 1.846 -2.611 -2.833
F: -1.988 0.573 4.787
C: -0.706 0.395 4.443
F: -0.034 1.521 4.721
F: -0.203 -0.595 5.172
C: -0.616 0.101 2.934
O: -0.900 1.056 2.156
O: -0.305 -1.024 2.522

E_HOMO = -8.322 eV
multiplicity = 1
LUMO = -1.330 eV
energy relative to the best compared isomer or geometry (same formula, charge and spin) = 14.24 kcal/mol
total energy = -80669.7197 eV

---

DFT (the ωB97M-V functional and the def2-TZVPD basis) results for a structure of composition C32H23AsCuI2N3OS2.

Cartesian coordinates (Å):
Cu: 1.903 0.006 -0.644
I: 2.877 -5.041 0.581
C: 4.201 -3.522 0.034
C: 5.569 -3.791 0.001
C: 6.483 -2.827 -0.344
I: 8.519 -3.334 -0.342
C: 6.047 -1.522 -0.690
C: 6.884 -0.448 -1.061
C: 6.336 0.766 -1.383
C: 4.943 0.925 -1.349
N: 4.146 -0.059 -1.001
C: 4.658 -1.259 -0.665
C: 3.662 -2.260 -0.275
O: 2.437 -1.969 -0.233
H: 5.907 -4.785 0.263
H: 7.956 -0.596 -1.087
H: 6.960 1.602 -1.669
H: 4.459 1.859 -1.620
S: 2.153 3.030 -2.080
C: -0.171 2.714 -0.131
C: -0.337 4.019 0.522
C: -1.654 3.764 1.112
C: -3.560 2.229 0.210
C: -2.995 1.030 -0.136
C: -1.690 0.786 -0.648
As: -0.780 -0.842 -0.593
C: -2.277 -2.045 -1.084
C: -2.716 -1.982 -2.405
C: -3.766 -2.767 -2.852
C: -4.404 -3.640 -1.977
C: -3.981 -3.709 -0.659
C: -2.926 -2.918 -0.216
C: -0.662 -1.361 1.306
C: -1.097 -0.499 2.306
C: -0.940 -0.840 3.645
C: -0.341 -2.042 3.995
C: 0.115 -2.899 3.000
C: -0.040 -2.555 1.666
H: 0.437 4.733 0.766
H: -1.821 4.250 2.074
H: -4.604 2.189 0.512
H: -3.627 0.157 0.044
H: -2.235 -1.286 -3.085
H: -4.092 -2.696 -3.883
H: -5.227 -4.255 -2.322
H: -4.478 -4.377 0.037
H: -2.613 -2.977 0.819
H: -1.544 0.449 2.030
H: -1.278 -0.156 4.415
H: -0.211 -2.303 5.040
H: 0.615 -3.825 3.263
H: 0.358 -3.206 0.894
C: -3.998 4.474 1.090
C: -2.976 3.648 0.283
C: -2.781 4.408 -1.030
C: -2.063 3.952 -2.067
N: -1.685 2.636 -2.088
C: -1.130 2.055 -1.085
S: 1.559 2.190 -0.287
N: -0.572 2.764 1.293
H: -4.951 4.504 0.558
H: -3.648 5.501 1.230
H: -4.162 4.023 2.071
H: -3.207 5.406 -1.089
H: -1.944 4.525 -2.981

E_HOMO = -0.788 eV
multiplicity = 1
LUMO = 3.311 eV
energy relative to the best compared isomer or geometry (same formula, charge and spin) = 11.51 kcal/mol
net charge = -2
total energy = -183422.7407 eV

---

DFT (the ωB97M-V functional and the def2-TZVPD basis) results for a structure of composition C32H23F6N5O8S3Sr in a non-equilibrium geometry.

Cartesian coordinates (Å):
Sr: 0.526 -0.990 0.185
O: 1.737 -3.082 -3.813
C: 1.605 -2.414 -2.658
O: 0.548 -1.962 -2.294
C: 2.900 -2.305 -1.858
C: 4.070 -2.922 -2.229
C: 5.108 -2.949 -1.253
C: 4.934 -2.387 -0.024
C: 3.699 -1.733 0.275
N: 2.715 -1.693 -0.701
C: 3.311 -1.223 1.546
O: 4.263 -0.927 2.474
O: 2.113 -0.984 1.880
H: 0.842 -3.138 -4.173
H: 4.158 -3.429 -3.177
H: 6.033 -3.466 -1.477
H: 5.716 -2.487 0.721
H: 5.127 -1.111 2.092
C: -5.435 -1.247 -4.561
C: -5.208 -0.284 -3.425
C: -5.858 0.943 -3.376
C: -5.526 1.746 -2.297
N: -4.671 1.405 -1.352
C: -4.087 0.170 -1.454
S: -2.999 -0.335 -0.236
N: -4.347 -0.670 -2.500
H: -6.370 -1.040 -5.085
H: -5.445 -2.267 -4.179
H: -4.615 -1.173 -5.280
H: -6.566 1.254 -4.132
H: -5.984 2.730 -2.190
F: 0.825 -4.412 4.024
C: 1.071 -3.189 3.571
F: 0.588 -2.322 4.461
F: 2.363 -3.048 3.463
S: -0.049 -2.928 2.006
O: -0.568 -1.573 2.075
O: -0.988 -3.988 2.246
N: 0.674 -3.176 0.561
S: 1.455 -4.625 0.391
O: 2.459 -4.820 1.394
O: 1.758 -4.806 -0.994
C: 0.276 -6.053 0.673
F: 0.829 -7.097 0.030
F: 0.168 -6.396 1.948
F: -0.913 -5.830 0.131
C: 4.170 4.024 -0.117
C: 3.687 3.058 0.800
C: 2.632 2.262 0.450
C: 2.004 2.332 -0.830
C: 0.927 1.424 -1.152
C: 0.419 1.595 -2.426
C: 0.897 2.556 -3.354
C: 1.919 3.401 -3.022
C: 2.505 3.310 -1.734
C: 3.583 4.152 -1.344
H: 5.001 4.665 0.159
H: 4.150 2.952 1.775
H: 2.243 1.549 1.169
H: -0.411 0.969 -2.758
H: 0.449 2.617 -4.344
H: 2.294 4.138 -3.728
H: 3.936 4.902 -2.047
C: -1.686 1.666 1.889
C: -2.298 2.634 2.700
C: -2.316 3.998 2.317
C: -2.922 4.949 3.106
C: -3.535 4.576 4.308
C: -3.527 3.236 4.710
C: -2.920 2.284 3.924
C: -4.175 5.578 5.139
N: -4.682 6.374 5.799
H: -1.673 0.627 2.177
H: -1.225 1.934 0.947
H: -1.845 4.281 1.384
H: -2.929 5.988 2.804
H: -4.002 2.957 5.641
H: -2.913 1.245 4.230

E_HOMO (spin up / spin down) = -2.091 / -1.413 eV
multiplicity = 1
LUMO (spin up / spin down) = 4.098 / 3.454 eV
energy relative to the best compared isomer or geometry (same formula, charge and spin) = 90.39 kcal/mol
net charge = -2
total energy = -107035.2223 eV